Molecular formula: C51H130N6O17
Method: DFT, wB97M-V/def2-TZVPD

Total charge: +1
Lowest unoccupied orbital energy (spin up / spin down), eV: -2.28 / -7.61
Max |F|, eV Å⁻¹: 5.96
Multiplicity: 2

Bonds (Å) are listed after each position.
Atoms and positions in Å:
1 C -1.1217 6.6014 -10.7129  O2 1.332, H10 1.090, H11 1.090, H12 1.090
2 O -0.4662 7.5455 -10.0394  C1 1.332, C3 1.363
3 C -0.0524 8.7396 -10.5502  O2 1.363, C4 1.548, H13 1.090, H14 1.090
4 C 1.3603 9.0068 -9.9767  C3 1.548, N5 1.449, H15 1.090, H16 1.090
5 N 1.9994 10.1993 -10.4965  C4 1.449, C6 1.485, H17 1.010
6 C 2.3601 11.0743 -9.3526  N5 1.485, C7 1.549, H18 1.090, H19 1.090
7 C 3.1496 12.3442 -9.7563  C6 1.549, O8 1.426, H20 1.090, H21 1.090
8 O 4.4226 11.9213 -10.2409  C7 1.426, C9 1.393
9 C 5.3885 11.6895 -9.2649  O8 1.393, H22 1.090, H23 1.090, H24 1.090
10 H -0.9305 5.5758 -10.3973  C1 1.090
11 H -0.7313 6.6068 -11.7306  C1 1.090
12 H -2.2032 6.7265 -10.6600  C1 1.090
13 H -0.7491 9.5352 -10.2860  C3 1.090
14 H 0.1642 8.6941 -11.6175  C3 1.090
15 H 2.0442 8.2055 -10.2565  C4 1.090
16 H 1.3683 9.0001 -8.8867  C4 1.090
17 H 2.7736 9.9212 -11.0826  N5 1.010
18 H 2.8228 10.5560 -8.5128  C6 1.090
19 H 1.4722 11.5261 -8.9103  C6 1.090
20 H 3.2671 13.1204 -9.0001  C7 1.090
21 H 2.6446 12.8625 -10.5715  C7 1.090
22 H 5.6570 12.6225 -8.7694  C9 1.090
23 H 6.2996 11.3593 -9.7638  C9 1.090
24 H 5.1545 10.9840 -8.4677  C9 1.090
25 C 3.3144 10.4637 -6.0051  O26 1.316, H34 1.090, H35 1.090, H36 1.090
26 O 3.2259 9.8415 -4.8494  C25 1.316, C27 1.409
27 C 2.0467 9.1988 -4.4248  O26 1.409, C28 1.557, H37 1.090, H38 1.090
28 C 2.0686 8.2438 -3.1949  C27 1.557, N29 1.454, H39 1.090, H40 1.090
29 N 2.8334 7.0199 -3.3699  C28 1.454, C30 1.542, H41 1.010
30 C 2.3105 6.1657 -4.5430  N29 1.542, C31 1.596, H42 1.090, H43 1.090
31 C 0.9330 5.3798 -4.3666  C30 1.596, O32 1.365, H44 1.090, H45 1.090
32 O -0.1214 6.2217 -4.1623  C31 1.365, C33 1.398
33 C -1.3718 5.6256 -3.9757  O32 1.398, H46 1.090, H47 1.090, H48 1.090
34 H 4.1592 11.1504 -6.0590  C25 1.090
35 H 2.4189 11.0057 -6.3089  C25 1.090
36 H 3.5250 9.6399 -6.6871  C25 1.090
37 H 1.6543 8.7332 -5.3289  C27 1.090
38 H 1.3406 9.9724 -4.1229  C27 1.090
39 H 1.0169 8.1374 -2.9287  C28 1.090
40 H 2.4828 8.8216 -2.3687  C28 1.090
41 H 3.7867 7.2894 -3.5667  N29 1.010
42 H 3.1137 5.4446 -4.6950  C30 1.090
43 H 2.2286 6.7528 -5.4577  C30 1.090
44 H 1.1839 4.7279 -3.5298  C31 1.090
45 H 0.7830 4.8318 -5.2969  C31 1.090
46 H -1.7233 5.4033 -4.9833  C33 1.090
47 H -2.0957 6.2557 -3.4589  C33 1.090
48 H -1.2207 4.7406 -3.3575  C33 1.090
49 C 4.5905 3.8158 -2.1954  O50 1.400, H58 1.090, H59 1.090, H60 1.090
50 O 5.0910 3.9725 -3.4939  C49 1.400, C51 1.460
51 C 6.0995 3.0049 -3.9168  O50 1.460, C52 1.544, H61 1.090, H62 1.090
52 C 6.2369 3.3468 -5.4164  C51 1.544, N53 1.458, H63 1.090, H64 1.090
53 N 7.3391 2.7230 -6.1392  C52 1.458, C54 1.393, H65 1.010
54 C 7.1838 1.3427 -6.2409  N53 1.393, C55 1.577, H66 1.090, H67 1.090
55 C 6.3411 1.0709 -7.5463  C54 1.577, O56 1.479, H68 1.090, H69 1.090
56 O 7.1411 1.3496 -8.7589  C55 1.479, C57 1.447
57 C 6.4713 0.9648 -9.9823  O56 1.447, H70 1.090, H71 1.090, H72 1.090
58 H 5.3914 4.2552 -1.6008  C49 1.090
59 H 4.3596 2.7732 -1.9768  C49 1.090
60 H 3.6691 4.3927 -2.1154  C49 1.090
61 H 5.7049 1.9948 -3.8066  C51 1.090
62 H 7.0017 3.1410 -3.3206  C51 1.090
63 H 6.2977 4.4347 -5.3855  C52 1.090
64 H 5.3223 3.1137 -5.9617  C52 1.090
65 H 7.3770 3.1088 -7.0719  N53 1.010
66 H 6.7902 0.8471 -5.3535  C54 1.090
67 H 8.1540 0.8498 -6.1788  C54 1.090
68 H 5.4410 1.6849 -7.5749  C55 1.090
69 H 5.8667 0.0912 -7.4895  C55 1.090
70 H 5.4680 1.3842 -9.9080  C57 1.090
71 H 6.5216 -0.0772 -10.2980  C57 1.090
72 H 7.0075 1.5270 -10.7469  C57 1.090
73 C 5.9922 12.6521 -3.7018  O74 1.423, H82 1.090, H83 1.090, H84 1.090
74 O 6.1386 13.9442 -4.2806  C73 1.423, C75 1.432
75 C 5.6852 14.0212 -5.6369  O74 1.432, C76 1.535, H85 1.090, H86 1.090
76 C 5.7002 15.4478 -6.2024  C75 1.535, N77 1.459, H87 1.090, H88 1.090
77 N 7.0827 15.8550 -6.4307  C76 1.459, C78 1.502, H89 1.010
78 C 7.1108 17.1092 -7.2564  N77 1.502, C79 1.584, H90 1.090, H91 1.090
79 C 8.4412 17.9677 -7.2949  C78 1.584, O80 1.412, H92 1.090, H93 1.090
80 O 8.9198 18.1985 -5.9864  C79 1.412, C81 1.433
81 C 9.9699 19.1696 -5.8965  O80 1.433, H94 1.090, H95 1.090, H96 1.090
82 H 6.3937 12.6475 -2.6885  C73 1.090
83 H 6.3050 11.7366 -4.2040  C73 1.090
84 H 4.9149 12.4910 -3.6615  C73 1.090
85 H 4.6468 13.6898 -5.6385  C75 1.090
86 H 6.2255 13.2725 -6.2163  C75 1.090
87 H 5.3402 15.9796 -5.3216  C76 1.090
88 H 5.1292 15.6646 -7.1052  C76 1.090
89 H 7.5849 15.7956 -5.5565  N77 1.010
90 H 6.3069 17.8159 -7.0502  C78 1.090
91 H 7.0204 16.8520 -8.3118  C78 1.090
92 H 8.2793 18.9289 -7.7828  C79 1.090
93 H 9.1055 17.6443 -8.0963  C79 1.090
94 H 10.8482 18.8491 -6.4569  C81 1.090
95 H 10.2170 19.3957 -4.8593  C81 1.090
96 H 9.6646 20.1181 -6.3385  C81 1.090
97 C -1.9991 -1.0653 -7.9304  O98 1.487, H106 1.090, H107 1.090, H108 1.090
98 O -0.5629 -0.9153 -8.2862  C97 1.487, C99 1.358
99 C 0.2591 -0.8796 -7.2057  O98 1.358, C100 1.511, H109 1.090, H110 1.090
100 C 1.6242 -0.6190 -7.7986  C99 1.511, N101 1.485, H111 1.090, H112 1.090
101 N 1.6952 0.7835 -8.2818  C100 1.485, C102 1.518, H113 1.010
102 C 2.9202 1.0572 -9.1352  N101 1.518, C103 1.502, H114 1.090, H115 1.090
103 C 2.9628 0.3381 -10.4535  C102 1.502, O104 1.443, H116 1.090, H117 1.090
104 O 3.8428 -0.8044 -10.4940  C103 1.443, C105 1.417
105 C 3.9329 -1.4012 -11.7762  O104 1.417, H118 1.090, H119 1.090, H120 1.090
106 H -2.5208 -1.2985 -8.8586  C97 1.090
107 H -2.5071 -0.2024 -7.4999  C97 1.090
108 H -2.0438 -1.9801 -7.3396  C97 1.090
109 H 0.2588 -1.7742 -6.5830  C99 1.090
110 H 0.0001 -0.1113 -6.4772  C99 1.090
111 H 1.9746 -1.3566 -8.5206  C100 1.090
112 H 2.3276 -0.7235 -6.9725  C100 1.090
113 H 0.8953 0.9670 -8.8705  N101 1.010
114 H 3.8787 1.0040 -8.6189  C102 1.090
115 H 2.8822 2.1031 -9.4397  C102 1.090
116 H 3.2770 0.9573 -11.2937  C103 1.090
117 H 1.9461 0.0117 -10.6720  C103 1.090
118 H 4.4098 -0.8221 -12.5669  C105 1.090
119 H 2.9147 -1.4548 -12.1616  C105 1.090
120 H 4.5146 -2.3224 -11.7406  C105 1.090
121 C 2.7172 5.3047 -8.8243  O122 1.417, H130 1.090, H131 1.090, H132 1.090
122 O 3.5223 5.7876 -7.7629  C121 1.417, C123 1.402
123 C 4.3775 6.7825 -8.2575  O122 1.402, C124 1.552, H133 1.090, H134 1.090
124 C 5.3003 7.1958 -7.0801  C123 1.552, N125 1.434, H135 1.090, H136 1.090
125 N 6.0262 8.3836 -7.4237  C124 1.434, C126 1.470, H137 1.010
126 C 6.8222 8.7375 -6.2401  N125 1.470, C127 1.534, H138 1.090, H139 1.090
127 C 7.5980 10.0428 -6.4554  C126 1.534, O128 1.366, H140 1.090, H141 1.090
128 O 8.8005 9.8673 -7.0792  C127 1.366, C129 1.450
129 C 9.8458 10.7846 -6.6676  O128 1.450, H142 1.090, H143 1.090, H144 1.090
130 H 2.0011 6.0143 -9.2388  C121 1.090
131 H 2.2005 4.4283 -8.4331  C121 1.090
132 H 3.3887 5.1139 -9.6614  C121 1.090
133 H 3.6290 7.5251 -8.5339  C123 1.090
134 H 4.9866 6.4134 -9.0826  C123 1.090
135 H 6.0201 6.4278 -6.7967  C124 1.090
136 H 4.6894 7.3940 -6.1994  C124 1.090
137 H 6.5651 8.1778 -8.2527  N125 1.010
138 H 7.4815 7.9192 -5.9507  C126 1.090
139 H 6.1605 8.8806 -5.3858  C126 1.090
140 H 7.8223 10.4694 -5.4778  C127 1.090
141 H 6.9909 10.8346 -6.8943  C127 1.090
142 H 10.0363 10.6875 -5.5988  C129 1.090
143 H 9.3944 11.7432 -6.9236  C129 1.090
144 H 10.7502 10.3936 -7.1337  C129 1.090
145 C 12.2616 10.1485 -1.5651  C146 1.549, H149 1.090, H150 1.090, H151 1.090
146 C 11.6587 8.7239 -1.6371  C145 1.549, C147 1.587, O148 1.448, H152 1.090
147 C 11.0778 8.4852 -3.0941  C146 1.587, H153 1.090, H154 1.090, H155 1.090
148 O 12.6195 7.6936 -1.3042  C146 1.448, H156 0.960
149 H 11.5935 10.8801 -2.0196  C145 1.090
150 H 13.1010 10.3002 -2.2436  C145 1.090
151 H 12.4650 10.5325 -0.5655  C145 1.090
152 H 10.8390 8.7475 -0.9191  C146 1.090
153 H 10.2330 9.1593 -3.2352  C147 1.090
154 H 10.7959 7.4401 -3.2221  C147 1.090
155 H 11.8594 8.6075 -3.8439  C147 1.090
156 H 13.2571 8.1858 -0.7819  O148 0.960
157 C 11.0621 13.5232 -4.0606  C158 1.438, H161 1.090, H162 1.090, H163 1.090
158 C 9.8347 14.0614 -3.5395  C157 1.438, C159 1.548, O160 1.423, H164 1.090
159 C 10.0531 15.5911 -3.6320  C158 1.548, H165 1.090, H166 1.090, H167 1.090
160 O 8.8724 13.6595 -4.5080  C158 1.423, H168 0.960
161 H 11.0340 12.4336 -4.0480  C157 1.090
162 H 11.9044 13.7740 -3.4159  C157 1.090
163 H 11.2896 14.0140 -5.0069  C157 1.090
164 H 9.5883 13.7445 -2.5261  C158 1.090
165 H 9.2074 16.1342 -3.2102  C159 1.090
166 H 10.1821 15.9876 -4.6391  C159 1.090
167 H 10.7740 15.9653 -2.9050  C159 1.090
168 H 8.0023 13.9888 -4.2713  O160 0.960
169 C 4.6897 8.1966 -12.0602  C170 1.557, H173 1.090, H174 1.090, H175 1.090
170 C 6.2258 8.3157 -12.2852  C169 1.557, C171 1.476, O172 1.453, H176 1.090
171 C 7.0416 7.9430 -11.1129  C170 1.476, H177 1.090, H178 1.090, H179 1.090
172 O 6.6917 7.4331 -13.3412  C170 1.453, H180 0.960
173 H 4.2218 8.4972 -12.9977  C169 1.090
174 H 4.3413 8.9529 -11.3569  C169 1.090
175 H 4.3819 7.1972 -11.7525  C169 1.090
176 H 6.4175 9.3621 -12.5228  C170 1.090
177 H 6.9086 6.9287 -10.7367  C171 1.090
178 H 6.8714 8.5253 -10.2074  C171 1.090
179 H 8.1104 8.1501 -11.1654  C171 1.090
180 H 6.7301 7.9788 -14.1301  O172 0.960
181 C 5.7061 6.9949 -1.1376  C182 1.530, H185 1.090, H186 1.090, H187 1.090
182 C 6.2562 7.7107 -2.3727  C181 1.530, C183 1.548, O184 1.377, H188 1.090
183 C 7.7674 8.0481 -2.3833  C182 1.548, H189 1.090, H190 1.090, H191 1.090
184 O 5.9574 6.8881 -3.4357  C182 1.377, H192 0.960
185 H 5.9025 7.5682 -0.2315  C181 1.090
186 H 6.3988 6.1538 -1.1630  C181 1.090
187 H 4.6749 6.6898 -1.3153  C181 1.090
188 H 5.5901 8.5579 -2.5356  C182 1.090
189 H 8.0349 8.1170 -3.4377  C183 1.090
190 H 8.1408 7.1154 -1.9606  C183 1.090
191 H 8.1136 8.9120 -1.8160  C183 1.090
192 H 5.4858 6.1238 -3.0964  O184 0.960
193 C 7.9105 14.1520 -10.0185  C194 1.555, H197 1.090, H198 1.090, H199 1.090
194 C 8.7822 13.2298 -9.1191  C193 1.555, C195 1.457, O196 1.445, H200 1.090
195 C 9.8563 12.6218 -9.8930  C194 1.457, H201 1.090, H202 1.090, H203 1.090
196 O 9.2155 14.1463 -8.0898  C194 1.445, H204 0.960
197 H 7.0593 14.5739 -9.4841  C193 1.090
198 H 7.5036 13.7014 -10.9237  C193 1.090
199 H 8.4924 15.0197 -10.3292  C193 1.090
200 H 8.1204 12.5011 -8.6510  C194 1.090
201 H 10.5814 13.2301 -10.4336  C195 1.090
202 H 9.4434 11.9883 -10.6780  C195 1.090
203 H 10.3697 11.8750 -9.2874  C195 1.090
204 H 8.5503 14.2294 -7.4026  O196 0.960